Entry 1:
{
  "formula": "C3H7N2O",
  "method": "ωB97M-V/def2-TZVPD",
  "spin_multiplicity": 1,
  "smiles": "C=NC/[NH+]=C/O",
  "e_homo_ev": -14.300,
  "orbital_gap_ev": 9.992,
  "total_charge": 1,
  "elements": ["C", "C", "C", "N", "N", "O", "H", "H", "H", "H", "H", "H", "H"],
  "positions_angstrom": [[1.996045, -0.715815, 1.125080], [0.717863, 0.312539, -0.422482], [-1.685972, 0.727916, -0.114962], [-0.700178, 0.060805, -0.639226], [1.076214, 0.090489, 0.951563], [-2.859855, 0.320751, -0.230132], [2.443800, -0.912588, 2.093425], [2.394055, -1.413082, 0.196054], [1.371333, -0.235207, -1.063316], [0.844737, 1.394415, -0.626481], [-1.492133, 1.650393, 0.431455], [-0.811926, -0.865079, -1.058577], [-3.293984, -0.415537, -0.642400]],
  "atomic_forces_ev_per_a": [[2.05, -3.17, -1.86], [-0.10, 2.61, 0.94], [2.15, -1.37, -1.02], [0.81, -1.12, -0.19], [-1.12, 1.21, 0.08], [-2.79, 1.93, 1.45], [-0.16, 0.05, 0.07], [-0.55, 1.73, 2.19], [-0.11, -0.65, -1.03], [0.28, -0.52, 0.04], [-0.18, -0.10, -0.08], [-0.85, 0.45, 0.12], [0.56, -1.06, -0.70]]
}

***

Entry 2:
{
  "formula": "C3H7N2O",
  "method": "ωB97M-V/def2-TZVPD",
  "spin_multiplicity": 1,
  "smiles": "N[C@@]12O[C@@H]1[C@H]2[NH3+]",
  "e_homo_ev": -13.720,
  "orbital_gap_ev": 9.610,
  "total_charge": 1,
  "elements": ["C", "C", "C", "N", "N", "O", "H", "H", "H", "H", "H", "H", "H"],
  "positions_angstrom": [[-0.245266, -0.575865, -0.535294], [0.862508, -0.948453, 0.629126], [0.825867, 0.333046, -0.069005], [0.846365, 1.710148, -0.102153], [-1.660906, -0.395008, -0.001187], [1.957349, -0.633453, -0.282256], [-0.071345, -1.120772, -1.443823], [0.994240, -1.396341, 1.632437], [1.236990, 2.047899, 0.737068], [1.295173, 2.064297, -0.937063], [-2.209537, 0.240830, -0.661854], [-1.564194, -0.117493, 1.032443], [-2.267248, -1.208833, 0.001560]],
  "atomic_forces_ev_per_a": [[1.28, -2.42, 1.97], [-0.26, 2.02, -1.40], [0.24, -0.88, -0.05], [-0.33, -0.89, 0.18], [0.40, 1.30, -0.28], [-1.80, 0.28, 0.41], [-0.76, -0.23, -0.47], [-0.39, 0.32, -0.87], [0.72, 1.00, 0.80], [0.03, 0.13, 0.05], [0.95, -0.08, 1.65], [-0.57, 0.33, -1.95], [0.48, -0.89, -0.05]]
}

***

Entry 3:
{
  "formula": "C3H7N2O2",
  "method": "ωB97M-V/def2-TZVPD",
  "spin_multiplicity": 1,
  "smiles": "CC(C)N=[N+]([O-])[O-]",
  "e_homo_ev": -3.887,
  "orbital_gap_ev": 8.004,
  "total_charge": -1,
  "elements": ["C", "C", "C", "N", "N", "O", "O", "H", "H", "H", "H", "H", "H", "H"],
  "positions_angstrom": [[0.578736, 1.106939, 0.516046], [1.246637, -1.172621, -0.295935], [0.160267, -0.067381, -0.340825], [-1.125074, -0.698189, 0.201594], [-2.201208, -0.009372, 0.009703], [-2.209994, 1.127721, -0.585406], [-3.268316, -0.534023, 0.398571], [0.533447, 0.841186, 1.654417], [0.097055, 2.065288, 0.383928], [1.563463, 1.440360, 0.384248], [1.389676, -1.486070, 0.704563], [2.060002, -0.685274, -0.802666], [1.024254, -1.999870, -0.774444], [0.151054, 0.071301, -1.453798]],
  "atomic_forces_ev_per_a": [[-0.54, 0.05, 2.15], [-0.10, 4.50, 1.94], [-1.43, -1.74, -0.07], [1.80, 0.56, -0.83], [0.26, 0.24, -0.66], [0.09, -0.73, 0.44], [-0.36, 0.36, 0.10], [-0.21, 0.24, -2.01], [-1.16, -0.20, -0.15], [2.10, -0.17, -0.50], [0.82, 0.02, 1.27], [1.10, -0.15, 0.29], [-1.61, -3.92, -2.82], [-0.77, 0.94, 0.85]]
}

***

Entry 4:
{
  "formula": "C3H7N2O2",
  "method": "ωB97M-V/def2-TZVPD",
  "spin_multiplicity": 1,
  "e_homo_ev": -4.311,
  "orbital_gap_ev": 8.618,
  "total_charge": -1,
  "elements": ["O", "C", "O", "H", "C", "N", "C", "N", "H", "H", "H", "H", "H", "H"],
  "positions_angstrom": [[-1.060379, 1.395842, -1.282230], [-1.828590, 1.327651, -0.305651], [-1.920867, 0.381215, 0.537884], [-2.524772, 2.193986, -0.220933], [1.317916, 0.699263, 0.672309], [-0.343149, -1.645910, -0.244243], [1.063199, -1.499081, -0.289124], [1.805819, -0.620549, 0.278726], [1.240413, 1.445686, -0.147003], [2.018639, 1.041678, 1.463830], [0.321659, 0.614529, 1.157370], [-0.926858, -0.769769, 0.077851], [-0.777932, -2.244621, -0.936945], [1.614902, -2.319921, -0.761841]],
  "atomic_forces_ev_per_a": [[-0.16, 0.05, 0.26], [0.29, -0.52, -0.64], [-0.35, 0.88, -0.18], [-0.20, -0.06, 0.48], [-0.56, -0.59, 1.46], [1.26, 1.37, 0.26], [-1.41, 0.06, 0.86], [0.28, 0.17, -1.62], [0.18, -0.73, 0.35], [-0.31, 0.19, -0.55], [0.40, 0.38, -0.32], [0.57, -1.28, -0.61], [0.33, 0.26, 0.12], [-0.32, -0.16, 0.12]]
}

***

Entry 5:
{
  "formula": "C3H7N2O2",
  "method": "ωB97M-V/def2-TZVPD",
  "spin_multiplicity": 1,
  "e_homo_ev": [-14.661, -14.872],
  "orbital_gap_ev": [8.029, 8.319],
  "total_charge": 1,
  "elements": ["C", "C", "C", "N", "N", "O", "O", "H", "H", "H", "H", "H", "H", "H"],
  "positions_angstrom": [[-1.095343, -1.698538, -2.133899], [-0.969732, -1.597246, -0.698078], [1.509185, 1.610566, 0.593662], [-0.414656, 0.304322, 1.219523], [0.355937, 1.296564, 1.504619], [0.143421, 1.801492, 2.587800], [-0.097883, -0.771460, -0.363656], [-1.388318, -2.661888, -2.585220], [-0.674622, -0.961167, -2.876320], [-1.319719, -2.364359, -0.061253], [2.261638, 2.354987, 0.806079], [0.936432, 2.006274, -0.234434], [1.839504, 0.569477, 0.315389], [-1.085844, 0.110976, 1.925789]],
  "atomic_forces_ev_per_a": [[0.09, -0.15, 0.00], [0.73, 0.20, -3.46], [-1.52, -1.87, -1.59], [1.21, 0.79, -1.84], [-0.23, -1.06, 2.38], [0.80, 1.16, -0.36], [0.73, 0.49, 0.35], [0.00, 0.50, 0.46], [-0.54, -0.56, 1.37], [-0.73, -0.61, 0.96], [-0.14, -0.15, 1.31], [0.21, 0.01, -0.73], [0.21, 1.43, 0.20], [-0.82, -0.18, 0.95]]
}

***

Entry 6:
{
  "formula": "C3H7N2O2",
  "method": "ωB97M-V/def2-TZVPD",
  "spin_multiplicity": 1,
  "smiles": "C[N+](/C=[NH+]\\[O-])=C\\O",
  "e_homo_ev": [-13.526, -13.525],
  "orbital_gap_ev": [8.843, 8.842],
  "total_charge": 1,
  "elements": ["C", "C", "C", "N", "N", "O", "O", "H", "H", "H", "H", "H", "H", "H"],
  "positions_angstrom": [[0.440716, -1.374286, 0.020712], [-1.314558, 0.200843, 0.149839], [0.991832, 1.028658, -0.081080], [-0.473521, -2.262988, 0.245766], [0.060718, -0.084851, 0.019125], [-1.712438, -1.864634, 0.472299], [-1.934316, 0.485491, -0.938905], [1.471844, -1.630395, -0.157944], [-1.696960, 0.517147, 1.121839], [1.394574, 1.287247, 0.898229], [0.487893, 1.896596, -0.500398], [1.811894, 0.762714, -0.744745], [-0.342139, -3.273954, 0.234508], [-2.877560, 0.708633, -0.848665]],
  "atomic_forces_ev_per_a": [[-0.23, -0.74, 0.12], [-0.57, -2.31, 0.44], [0.55, 0.45, 0.10], [0.53, 0.12, -0.19], [-0.88, 0.01, -0.11], [0.03, 2.31, -0.09], [0.30, 0.02, -0.16], [0.06, -0.13, 0.00], [-0.09, -0.03, -0.22], [-0.03, 0.02, -0.01], [-0.01, -0.06, -0.05], [-0.05, -0.01, -0.03], [0.29, 0.27, -0.08], [0.10, 0.09, 0.28]]
}

***

Entry 7:
{
  "formula": "C3H7N2O2S",
  "method": "ωB97M-V/def2-TZVPD",
  "spin_multiplicity": 1,
  "smiles": "C=NC(=[NH2+])S(C)(=O)=O",
  "e_homo_ev": -15.332,
  "orbital_gap_ev": 9.698,
  "total_charge": 1,
  "elements": ["C", "C", "C", "N", "N", "O", "O", "S", "H", "H", "H", "H", "H", "H", "H"],
  "positions_angstrom": [[1.736492, 1.472041, 0.055595], [0.532100, -0.788795, 0.033324], [-1.709762, 0.642352, 0.675972], [1.399743, 0.419320, 0.674567], [1.011973, -1.951050, -0.078131], [-1.777141, -1.502214, -0.922133], [-0.545003, 0.505982, -1.808865], [-1.036947, -0.270964, -0.679138], [2.086698, 2.228015, 0.763613], [1.562563, 1.654981, -0.965664], [-2.649277, 0.935695, 0.424247], [-1.749117, -0.075161, 1.543384], [-1.022490, 1.502031, 0.850157], [1.965523, -2.274440, -0.124263], [0.194646, -2.497794, -0.442664]],
  "atomic_forces_ev_per_a": [[-0.55, -0.47, 1.68], [4.82, 5.75, 1.57], [3.24, -0.92, 1.19], [-2.59, -3.91, -1.07], [-3.04, -0.67, -1.16], [0.91, 1.32, 0.52], [-0.62, -0.54, 1.72], [-0.81, -1.19, -1.52], [0.45, 0.08, -0.62], [-0.02, 0.32, -1.32], [-2.82, 0.96, -0.81], [0.11, 0.77, -0.82], [-0.69, -0.65, 0.04], [0.36, 0.06, 0.40], [1.26, -0.91, 0.19]]
}

***

Entry 8:
{
  "formula": "C3H7N2O3",
  "method": "ωB97M-V/def2-TZVPD",
  "spin_multiplicity": 1,
  "e_homo_ev": -4.756,
  "orbital_gap_ev": 8.964,
  "total_charge": -1,
  "elements": ["O", "C", "C", "N", "H", "H", "H", "H", "H", "N", "C", "O", "O", "H", "H"],
  "positions_angstrom": [[2.021417, 1.990661, -0.490727], [1.368929, 1.260000, 0.270279], [1.729970, -0.209019, 0.637311], [0.810717, -0.618425, 1.745659], [0.411899, 1.640100, 0.772403], [1.606771, -0.826764, -0.259678], [2.789441, -0.268079, 1.037082], [-0.140505, -0.692366, 1.279527], [1.159590, -1.426909, 2.208618], [-2.564448, 0.027531, -1.664803], [-1.456950, -0.173669, -0.726066], [-1.714774, -0.467396, 0.513958], [-0.308994, 0.101952, -1.234769], [-2.270576, 0.154947, -2.601461], [-3.442491, -0.492564, -1.487331]],
  "atomic_forces_ev_per_a": [[-1.11, -1.59, 1.80], [0.51, 0.83, -1.31], [0.22, 0.45, 1.45], [-0.16, 1.41, -1.74], [1.08, -0.44, -0.43], [0.26, 0.29, 0.07], [-0.95, 0.25, -0.66], [0.76, -0.38, 1.03], [-0.14, -0.78, 0.04], [-0.29, -0.88, 2.43], [0.59, 0.83, 0.48], [0.03, 0.32, -3.13], [-2.16, -0.73, 0.88], [0.20, -0.16, -0.68], [1.16, 0.58, -0.23]]
}

***

Entry 9:
{
  "formula": "C3H7N2O4S",
  "method": "ωB97M-V/def2-TZVPD",
  "spin_multiplicity": 1,
  "smiles": "CN/N=C(\\C)OS(=O)(=O)[O-]",
  "e_homo_ev": -4.925,
  "orbital_gap_ev": 8.428,
  "total_charge": -1,
  "elements": ["C", "C", "C", "N", "N", "O", "O", "O", "O", "S", "H", "H", "H", "H", "H", "H", "H"],
  "positions_angstrom": [[0.426696, -0.116310, 0.213457], [0.359352, 1.357717, 0.016525], [-2.776885, -1.470063, -0.069846], [-1.966430, -0.370237, 0.327406], [-0.625930, -0.845362, 0.393050], [3.358851, 1.070643, 1.119534], [1.666447, -0.645734, 0.462663], [2.690673, 0.990107, -1.225931], [4.042691, -0.713663, -0.355316], [3.040456, 0.242625, -0.034069], [1.341212, 1.889206, -0.010942], [-0.288946, 1.810376, 0.632188], [0.056009, 1.635901, -1.042460], [-2.322979, -2.294218, 0.407922], [-3.804276, -1.374779, 0.376346], [-2.923142, -1.656220, -1.151006], [-2.273805, 0.490017, -0.059527]],
  "atomic_forces_ev_per_a": [[-1.23, 0.60, 0.93], [2.49, 0.35, -4.22], [-2.14, 0.28, 0.19], [1.29, -0.89, 0.76], [1.35, 0.46, -0.57], [-0.72, -0.39, -0.14], [-0.38, -0.17, -0.74], [-0.81, 0.03, -0.11], [0.30, -1.89, 0.49], [1.32, 1.53, -0.14], [-1.04, -0.64, 0.76], [-2.48, 1.47, 2.54], [-0.12, -0.68, 0.97], [0.30, -1.28, 0.16], [0.67, 0.06, -0.39], [0.41, 0.10, 0.20], [0.80, 1.06, -0.67]]
}

***

Entry 10:
{
  "formula": "C3H7N2OS",
  "method": "ωB97M-V/def2-TZVPD",
  "spin_multiplicity": 1,
  "smiles": "NC(=O)[C@@H](N)C[S-]",
  "e_homo_ev": -2.688,
  "orbital_gap_ev": 6.525,
  "total_charge": -1,
  "elements": ["N", "C", "C", "S", "C", "N", "O", "H", "H", "H", "H", "H", "H", "H"],
  "positions_angstrom": [[-0.018195, -1.459551, 0.243124], [0.438418, -0.320146, -0.544287], [-0.777884, 0.451640, -1.215522], [-1.788766, -0.757161, -2.152437], [0.954498, 0.685536, 0.510145], [0.402776, 0.636450, 1.757085], [1.648431, 1.672136, 0.267220], [-0.233341, -2.238268, -0.361686], [-0.935977, -1.292812, 0.638722], [1.051304, -0.654569, -1.371798], [-1.398495, 1.015421, -0.520988], [-0.238606, 1.164030, -1.848426], [0.054850, -0.188286, 2.202087], [0.840986, 1.285579, 2.396762]],
  "atomic_forces_ev_per_a": [[0.35, -1.21, 0.35], [-2.28, 0.94, 1.99], [0.90, -0.86, -0.87], [0.07, 0.39, 0.00], [0.61, 0.88, -1.24], [0.01, 0.05, 1.01], [0.14, -0.58, -0.43], [0.11, 0.03, -0.46], [-0.15, 0.45, -0.15], [0.63, 0.27, 0.31], [0.20, -0.08, 0.38], [-0.46, 0.17, -0.19], [0.02, -0.49, -0.41], [-0.14, 0.04, -0.26]]
}

***

Across the entries above, molar mass takes the values 87.1 87.1 103.1 103.1 103.1 103.1 135.2 119.1 167.2 119.2 g mol⁻¹, respectively.
Across the entries above, energy above the lowest of the compared OMol25 structures with the same formula, charge and spin takes the values 2.5858 4.8480 4.6832 0.8144 7.8995 3.0474 2.5076 2.1677 0.3053 0.7301 eV, respectively.